(1)
Below is a structure of composition C34H36NO4PSSc, with properties calculated with wB97M-V/def2-TZVPD.

Cartesian coordinates (Å):
Sc1 0.64742 0.87772 0.79519
C1 2.83122 1.74456 1.23870
C2 1.92525 2.83684 1.35362
C3 1.05300 2.57085 2.44902
C4 1.41865 1.31425 3.00151
C5 2.52315 0.80857 2.26115
C6 3.26482 -0.46263 2.53460
C7 0.79578 0.67133 4.20437
C8 -0.00270 3.49687 2.97311
C9 1.92933 4.09596 0.53502
C10 3.95504 1.61697 0.25452
H1 4.08738 -0.28130 3.22961
H2 3.68749 -0.88273 1.62250
H3 2.62097 -1.22214 2.97712
H4 1.28715 1.01421 5.11722
H5 0.88250 -0.41518 4.17982
H6 -0.26030 0.92539 4.30778
H7 0.43112 4.18853 3.69835
H8 -0.80402 2.96259 3.48536
H9 -0.45563 4.09488 2.18306
H10 2.54521 4.85726 1.01832
H11 0.93111 4.52206 0.42736
H12 2.33776 3.94206 -0.46402
H13 4.03314 0.60762 -0.15466
H14 4.90962 1.83823 0.73642
H15 3.84709 2.31068 -0.57836
N1 -1.53709 0.51976 1.33209
C11 -2.16491 1.52861 0.48284
C12 -3.50829 1.49429 0.14112
C13 -3.98150 2.38230 -0.81717
C14 -3.14714 3.33896 -1.37521
C15 -1.85389 3.49774 -0.89819
C16 -1.35874 2.51301 -0.06746
S1 -3.53393 4.11328 -2.95478
O1 -3.06650 5.47181 -2.82789
O2 -4.95032 3.90861 -3.13610
O3 -2.68067 3.25246 -3.78154
H16 -1.71835 0.71398 2.31602
H17 -1.92779 -0.40222 1.14451
H18 -4.15978 0.74398 0.57340
H19 -4.99439 2.31089 -1.19254
H20 -1.21520 4.25220 -1.34002
H21 -0.27779 2.62869 0.09299
O4 1.13651 -1.03956 0.35706
P1 0.40010 -2.01818 -0.59799
C17 -0.39627 -1.05495 -1.87863
C18 -0.18355 0.31437 -2.01191
C19 -0.86978 1.08765 -2.93865
C20 -1.80225 0.48001 -3.76725
C21 -1.98640 -0.89716 -3.69283
C22 -1.29155 -1.65871 -2.76682
C23 1.54315 -3.16626 -1.31899
C24 2.76954 -2.69129 -1.78382
C25 3.64605 -3.55694 -2.41004
C26 3.29991 -4.89328 -2.58138
C27 2.07902 -5.36620 -2.12556
C28 1.19661 -4.50411 -1.49185
C29 -0.84095 -2.87981 0.36092
C30 -2.21070 -2.70825 0.16073
C31 -3.11754 -3.32868 1.00840
C32 -2.66208 -4.11942 2.05399
C33 -1.29780 -4.29248 2.25648
C34 -0.38839 -3.67666 1.41389
H22 0.59475 0.85348 -1.44970
H23 -0.72417 2.15679 -3.00365
H24 -2.37403 1.09834 -4.44686
H25 -2.69219 -1.38195 -4.35359
H26 -1.46603 -2.72832 -2.72978
H27 3.04270 -1.65049 -1.65514
H28 4.59953 -3.19477 -2.76877
H29 3.98894 -5.56551 -3.07414
H30 1.81204 -6.40522 -2.25929
H31 0.24627 -4.88074 -1.13486
H32 -2.57643 -2.09587 -0.65433
H33 -4.17925 -3.20168 0.84608
H34 -3.37115 -4.60551 2.70998
H35 -0.94324 -4.91154 3.06906
H36 0.67335 -3.81892 1.58049

The value obtained for the LUMO energy is -3.671 eV. The calculation puts the energy above the lowest of the compared OMol25 structures with the same formula, charge and spin at 86.6 kJ/mol. Its spin multiplicity is 1. Its orbital gap is 6.72 eV. For the highest occupied orbital energy, the calculation gives -10.3908 eV. The maximum force is 0.82 eV/Å. Its charge is +1.

Mulliken population analysis, charges in e, atoms 1 to 2: atom 1 (Sc): -0.614, atom 2 (C): 0.483

***

(2)
Below is a structure of composition C34H37ClF5IrN3OPS, with properties calculated with wB97M-V/def2-TZVPD.

Cartesian coordinates (Å):
Ir1 -0.04883 0.34194 -1.32135
Cl1 0.55505 -4.81551 -6.47067
C1 0.39872 -3.86758 -5.05659
C2 -0.13759 -4.43532 -3.89157
C3 -0.23474 -3.67254 -2.75262
C4 0.17765 -2.31804 -2.70482
O1 0.11099 -1.68042 -1.58663
C5 0.68807 -1.73165 -3.92938
C6 1.07061 -0.38088 -4.01739
N1 0.85991 0.54377 -3.08394
C7 1.26151 1.83391 -3.28953
C8 2.25005 2.26602 -4.19141
C9 2.48896 3.61722 -4.35980
C10 1.73226 4.57153 -3.69937
C11 0.74131 4.18716 -2.78030
C12 -0.08656 5.09063 -2.08041
C13 -1.01971 4.60050 -1.19091
C14 -1.10056 3.23489 -0.95810
N2 -0.32326 2.35438 -1.59796
C15 0.55402 2.80523 -2.52663
C16 0.80118 -2.54290 -5.06950
H1 -0.46111 -5.46305 -3.89584
H2 -0.62467 -4.11610 -1.85104
H3 1.50404 -0.06480 -4.95961
H4 2.85479 1.54263 -4.71605
H5 3.27537 3.93138 -5.02895
H6 1.89895 5.62288 -3.86854
H7 0.01855 6.14953 -2.25517
H8 -1.67730 5.26377 -0.65183
H9 -1.79109 2.83196 -0.23554
H10 1.19667 -2.11196 -5.97718
F1 7.06465 0.79543 1.59668
C17 5.76903 1.00958 1.40115
C18 5.15477 0.55235 0.23449
F2 5.86821 -0.10039 -0.68110
C19 3.80220 0.78475 0.03391
F3 3.19350 0.32236 -1.07248
C20 3.04146 1.50599 0.96036
S1 1.39544 1.93462 0.68532
C21 3.67283 1.92686 2.14016
F4 2.95002 2.57906 3.05459
C22 5.01814 1.68632 2.36438
F5 5.59301 2.09798 3.49059
C23 -0.19228 0.85924 3.64736
C24 -1.58094 0.60671 3.06544
C25 -2.04259 1.94757 2.49598
C26 -2.52507 0.12606 4.16364
P1 -1.45017 -0.65246 1.60944
N3 -0.86571 0.11397 0.35811
C27 -0.26468 -2.10844 2.08778
C28 -0.47108 -3.28976 1.14417
C29 1.15705 -1.60008 1.85408
C30 -0.47883 -2.60145 3.51395
C31 -3.18255 -1.27519 1.01456
C32 -3.78396 -2.31335 1.95391
C33 -3.01021 -1.82448 -0.40038
C34 -4.10925 -0.06593 0.89181
H11 -0.26783 1.65106 4.39168
H12 0.47921 1.21057 2.86611
H13 0.23626 -0.00427 4.14413
H14 -2.18231 2.64711 3.31908
H15 -2.97963 1.88705 1.95900
H16 -1.27304 2.34274 1.83616
H17 -2.49503 0.83784 4.98794
H18 -2.23150 -0.83940 4.56396
H19 -3.55409 0.07007 3.82058
H20 -0.35606 -2.97199 0.11282
H21 -1.43113 -3.77512 1.29078
H22 0.29704 -4.03412 1.35371
H23 1.25692 -1.27301 0.81742
H24 1.86273 -2.41127 2.02675
H25 1.42237 -0.77724 2.50703
H26 -1.50041 -2.94072 3.66303
H27 -0.23789 -1.86092 4.26811
H28 0.17576 -3.45529 3.68391
H29 -3.24544 -3.25603 1.93190
H30 -4.80609 -2.52022 1.64061
H31 -3.82029 -1.95627 2.97862
H32 -2.39756 -2.71533 -0.44282
H33 -2.56251 -1.06238 -1.04236
H34 -3.98844 -2.07219 -0.80737
H35 -4.42736 0.31664 1.85788
H36 -5.00781 -0.36140 0.34922
H37 -3.62209 0.71819 0.31284

The value obtained for the LUMO energy (spin up / spin down) is -5.378 / -4.655 eV. Its spin multiplicity is 2. Its orbital gap (spin up / spin down) is 4.81 / 5.86 eV. For the highest occupied orbital energy (spin up / spin down), the calculation gives -10.1840 / -10.5115 eV. The maximum force is 2.84 eV/Å. Its charge is +1.

Mulliken population analysis, charges in e, atoms 1 to 2: atom 1 (Ir): -0.190, atom 2 (Cl): -0.203

***

(3)
Below is a structure of composition C34H37F2N2OSb2W, with properties calculated with wB97M-V/def2-TZVPD.

Cartesian coordinates (Å):
W1 -1.92734 1.10357 -0.74787
C1 -0.96734 3.05359 -0.93114
C2 0.24625 3.29291 -0.01103
C3 0.18898 2.74590 1.41035
Sb1 0.14407 0.55968 1.11004
C4 -0.05677 -1.36386 1.89481
C5 -1.09888 -1.76051 2.72163
C6 -1.12736 -3.07762 3.16520
C7 -0.13501 -3.96539 2.76974
C8 0.89510 -3.54685 1.93497
C9 0.95047 -2.23181 1.49064
C10 2.24123 0.68173 1.63352
C11 3.16624 1.45972 0.94490
C12 4.43898 1.62828 1.47713
C13 4.77384 1.04254 2.68999
C14 3.83668 0.28879 3.38020
C15 2.56158 0.09762 2.85760
Sb2 0.42825 0.31222 -1.82917
C16 2.31882 1.00280 -2.25829
C17 2.46584 2.25533 -2.85629
C18 3.73642 2.66470 -3.23342
C19 4.82729 1.83027 -3.01188
C20 4.66497 0.58324 -2.41488
C21 3.40347 0.15369 -2.03328
C22 0.52810 -1.71401 -2.24462
C23 1.36747 -2.12844 -3.28252
C24 1.36267 -3.46298 -3.66496
C25 0.53444 -4.37032 -3.01703
C26 -0.30256 -3.95321 -1.98468
C27 -0.31428 -2.62215 -1.60185
H1 -0.67050 3.24606 -1.96005
H2 -1.73955 3.79770 -0.72430
H3 0.41676 4.37058 0.10290
H4 1.15052 2.91729 -0.49425
H5 -0.65518 3.08657 1.99745
H6 1.10437 2.87186 1.97529
H7 -1.85999 -1.06537 3.05185
H8 -1.91547 -3.40345 3.83258
H9 -0.15718 -4.98810 3.12256
H10 1.67059 -4.24042 1.63540
H11 1.77124 -1.91072 0.86485
H12 2.92891 1.94140 0.00849
H13 5.16673 2.22444 0.94077
H14 5.76435 1.18122 3.10269
H15 4.09021 -0.15725 4.33342
H16 1.85113 -0.49684 3.41565
H17 1.61697 2.90150 -3.04327
H18 3.87279 3.62740 -3.70847
H19 5.81517 2.15244 -3.31496
H20 5.52171 -0.05734 -2.24962
H21 3.27956 -0.81476 -1.56540
H22 2.01140 -1.42915 -3.80056
H23 2.00303 -3.79096 -4.47359
H24 0.53800 -5.40964 -3.31965
H25 -0.93943 -4.66921 -1.48015
H26 -0.94907 -2.30841 -0.78222
O1 -2.71441 2.45639 1.06266
C28 -3.38389 1.86611 2.18586
C29 -3.72074 0.46003 1.80286
C30 -4.55113 -0.30048 2.60641
C31 -4.85058 -1.60027 2.23800
C32 -4.29509 -2.10807 1.07193
C33 -3.47156 -1.30026 0.32497
N1 -3.18402 -0.02263 0.67041
H27 -2.61792 3.40693 1.18938
H28 -4.29517 2.41890 2.41499
H29 -2.74142 1.88638 3.07020
H30 -4.96554 0.13627 3.50693
H31 -5.50771 -2.20660 2.84914
H32 -4.50014 -3.11492 0.73474
H33 -3.03374 -1.66818 -0.58924
N2 -3.80099 2.20280 -1.31715
H34 -4.64600 1.66392 -1.14178
H35 -3.78345 2.35226 -2.32463
H36 -3.91558 3.11244 -0.88582
F1 -2.32564 1.18200 -3.27143
C34 -2.50677 -0.00777 -2.50383
F2 -3.87552 -0.14285 -2.37546
H37 -2.15173 -0.80862 -3.14434

The value obtained for the LUMO energy (spin up / spin down) is -9.862 / -10.436 eV. The calculation puts the energy above the lowest of the compared OMol25 structures with the same formula, charge and spin at 196.7 kJ/mol. Its spin multiplicity is 3. Its orbital gap (spin up / spin down) is 6.38 / 6.09 eV. For the highest occupied orbital energy (spin up / spin down), the calculation gives -16.2387 / -16.5228 eV. The maximum force is 2.08 eV/Å. Its charge is +3.

Mulliken population analysis, charges in e, atoms 1 to 2: atom 1 (W): 2.110, atom 2 (C): -1.363

***

Question: Which of these has the highest maximum force?
Answer: C34H37ClF5IrN3OPS